(1)
Molecular formula: C56H49N5OPPbS6
Method: DFT, ωB97M-V with the def2-TZVPD basis set

```
119
Properties=species:S:1:pos:R:3:lowdin_charge:R:1
Pb -2.44576 0.81099 0.90525 0.91
S 0.71965 0.57948 3.11399 0.79
S -3.57601 1.90261 3.61020 0.16
S -5.01411 0.12741 5.50893 0.28
S 2.92747 1.02994 1.17538 0.95
S 0.82726 1.07096 -0.99446 0.77
S -3.68381 -0.99315 3.13687 0.23
P -3.34704 -1.84058 -1.63913 0.63
O -1.75802 3.75938 -1.23712 -0.18
N -0.58657 0.27910 2.37483 -0.37
N -0.63372 1.29359 -0.60330 -0.43
N -2.61480 -1.10162 -0.48010 -0.39
N 2.23994 0.31618 2.43456 -0.36
N 2.14036 1.54496 -0.14444 -0.37
C -0.08107 1.80374 -3.45589 -0.07
C -1.44916 -2.39520 -3.48276 -0.10
C 1.33426 -2.89250 -0.36709 -0.05
C 0.76570 -1.58642 -0.38482 -0.06
C 4.58522 4.69205 1.70539 -0.07
C 5.95359 -0.25928 -1.12160 -0.07
C 1.13781 4.95229 4.41031 -0.08
C 0.00527 2.35122 -4.71396 -0.07
C 1.93584 2.67853 4.57121 -0.09
C 2.09963 2.64277 -2.90357 -0.08
C -0.58705 -3.16848 -4.29949 -0.08
C -5.23396 -1.05272 -5.14411 -0.09
C 0.96911 1.93558 -2.54074 -0.31
C -6.31177 -4.41241 0.67933 -0.10
C -2.18784 -4.33034 -2.31804 -0.06
C 6.16807 -1.60177 -0.78882 -0.07
C 2.07057 -1.03295 -2.34923 -0.06
C -3.02190 3.95306 -1.81707 -0.20
C -0.05427 -1.66522 4.46375 -0.07
C -6.72961 -3.72597 -0.44468 -0.10
C 5.43580 -2.12189 0.26395 -0.09
C 5.64203 4.43617 2.57088 -0.06
C 1.66198 -0.44967 5.56921 -0.08
C 1.15680 3.02486 -5.11820 -0.08
C 0.12204 4.50932 3.57996 -0.04
C -4.51524 -2.91797 -0.84377 -0.30
C 4.22730 -0.06571 0.55427 -0.30
C 3.97324 2.38303 1.68451 -0.32
C -2.23931 -2.93469 -2.50766 -0.29
C 5.05006 2.10953 2.51965 -0.07
C 0.87007 2.22893 3.80133 -0.30
C -4.38658 0.39409 -2.93391 -0.06
C -5.39854 0.33100 -5.13695 -0.11
C 1.37529 -1.11308 6.76044 -0.08
C -5.03097 1.03312 -4.00802 -0.09
C 0.28678 -1.97513 6.81734 -0.08
C -1.35151 -5.09943 -3.09253 -0.11
C 1.23596 -0.63921 -1.28827 -0.31
C 3.75461 3.68095 1.26053 -0.06
C 0.83937 -0.60314 4.45345 -0.30
C -4.96877 -4.42005 0.99658 -0.08
C 5.88916 3.11274 2.95877 -0.06
C 2.21501 -3.24298 -1.37728 -0.11
C -0.35037 -2.34261 5.63879 -0.05
C -4.11095 0.33596 4.15022 -1.98
C 2.54767 -2.34771 -2.36956 -0.10
C 5.00030 0.49131 -0.46571 -0.08
C -4.05077 -3.67958 0.23729 -0.10
C -4.14404 -0.97631 -2.98066 -0.32
C -4.59815 -1.68512 -4.07947 -0.10
C 0.00101 3.14662 3.30774 -0.07
C 2.00568 4.01627 4.95680 -0.08
C 4.47349 -1.39823 0.95814 -0.04
C 2.19518 3.19516 -4.19157 -0.08
C -5.85353 -2.96925 -1.20498 -0.08
C -0.55939 -4.54653 -4.08449 -0.12
H 6.28552 5.25541 2.89916 0.11
H -6.22584 -2.32355 -1.99907 0.10
H -0.55325 5.21636 3.11819 0.11
H 6.72846 2.88056 3.59522 0.11
H -5.79710 0.79973 -6.02881 0.10
H 5.63257 -3.15760 0.56056 0.11
H -7.77067 -3.82238 -0.75610 0.10
H 3.00270 3.89773 0.51472 0.11
H 2.30774 -0.38874 -3.19819 0.11
H -2.77203 -4.77108 -1.51541 0.09
H 4.39084 5.72822 1.37646 0.12
H -0.98334 1.27344 -3.19545 0.11
H 3.88625 -1.87075 1.73821 0.12
H -3.19138 5.04093 -1.96214 0.08
H -1.44598 -1.30359 -3.62905 0.11
H -0.04487 -1.31810 0.30441 0.07
H -5.61292 -1.63671 -5.98340 0.10
H -5.20242 2.12615 -3.98463 0.11
H -0.02343 -2.68431 -5.09189 0.10
H 3.09742 3.79380 -4.42604 0.11
H 5.28230 1.07444 2.75604 0.12
H -0.84482 2.80901 2.72956 0.06
H 4.75568 1.49776 -0.80760 0.11
H -1.09673 -3.14650 5.62095 0.12
H -1.46422 2.80263 -1.28105 -0.01
H -0.83459 2.26921 -5.39549 0.11
H -1.33411 -6.19828 -2.93181 0.11
H -3.13956 3.46545 -2.79044 0.06
H 2.70838 2.01735 4.92115 0.08
H 1.96588 -0.94757 7.63725 0.09
H -4.53363 -2.78923 -4.09751 0.13
H 2.89256 2.79612 -2.16300 0.09
H 6.49920 0.17719 -1.98471 0.12
H -3.83200 3.57601 -1.17001 0.07
H 1.26066 6.00541 4.65025 0.10
H -7.07179 -4.86352 1.30299 0.10
H 2.64989 -4.25345 -1.41029 0.11
H 3.23801 -2.61196 -3.16484 0.10
H 1.07486 -3.58323 0.47037 0.12
H 2.52336 0.17006 5.49633 0.08
H -4.59316 -4.96267 1.87410 0.11
H -2.99072 -3.64984 0.45998 0.10
H -4.09645 0.96350 -2.05078 0.08
H 6.87440 -2.22653 -1.35843 0.11
H -0.59424 -1.89871 3.54305 0.09
H 1.24061 3.36735 -6.15382 0.10
H 2.80267 4.34385 5.65037 0.11
H -0.08183 -2.32364 7.78823 0.11
H 0.06715 -5.18174 -4.69406 0.09
```

Properties
Net charge: -1
Frontier orbital gap, eV: 3.0999
HOMO level, eV: -2.05

***

(2)
Molecular formula: C56H49N7O8PdS
Method: DFT, ωB97M-V with the def2-TZVPD basis set

```
122
Properties=species:S:1:pos:R:3:lowdin_charge:R:1
Pd 0.30628 0.78761 0.12310 1.03
S -1.63512 -1.96599 -5.87110 0.66
O 3.57918 -7.14099 1.75250 -0.08
O -1.72672 -1.15789 -7.05570 -0.31
O -3.86342 5.66621 6.18180 -0.08
O -8.00632 -2.32709 -1.60890 -0.08
O 7.99748 2.78801 4.31620 -0.08
O 4.37298 -0.00649 -4.09500 0.08
O 2.90648 -0.94809 -5.40600 0.05
O -2.71312 -1.84059 -4.92240 -0.33
N 1.05068 1.56461 -2.21470 0.09
N 3.21818 -0.20959 -4.46380 -0.32
N 0.88528 0.52851 -4.16200 0.04
N -1.60532 1.40451 0.23300 0.00
N -0.35582 -0.98649 -0.71380 0.02
N 2.18498 0.05071 0.24020 0.00
N 0.92918 2.40511 1.20420 0.01
C 4.64068 2.24431 1.91530 -0.20
C -1.19472 1.60101 -3.30240 0.03
C -2.53042 5.86011 4.26900 0.00
C 0.89828 4.08171 2.75450 0.00
C -3.37432 5.07621 5.05810 -0.27
C -6.73122 -1.91449 -1.37220 -0.27
C 3.32648 0.75521 0.49240 -0.27
C -3.02872 3.25791 3.52960 -0.02
C 5.31898 3.45591 1.87670 -0.03
C -8.95132 -2.17329 -0.57890 -0.09
C 8.54388 4.06881 4.53120 -0.09
C -4.96012 -0.99299 -0.04750 -0.03
C -2.07972 3.99341 2.81430 -0.20
C 2.56648 -1.17799 -0.16860 -0.26
C 1.69358 -2.28249 -0.36220 -0.07
C 5.18708 1.21601 2.69300 -0.02
C -4.55482 -1.51249 -2.34820 -0.01
C -2.68262 0.85861 -0.41030 -0.26
C 4.45948 -0.02499 0.11590 -0.01
C 6.30968 1.41391 3.45810 0.01
C 2.19498 3.74941 2.54890 0.01
C -0.08662 -1.54099 -4.99430 -0.17
C 0.34638 -2.16009 -0.67040 -0.23
C 0.10348 3.24781 1.89360 -0.21
C -2.74172 -0.44839 -0.94210 -0.07
C 2.28218 1.11591 -2.56000 -0.02
C 3.15188 -5.94149 1.26730 -0.27
C -4.09612 -0.98859 -1.14160 -0.21
C 6.94988 2.65531 3.46050 -0.28
C -4.61732 4.88421 7.07630 -0.09
C -1.75172 -2.72599 -1.23900 0.01
C 2.90768 -4.81589 2.04930 -0.01
C -0.52992 -3.25539 -0.98760 0.01
C 0.23118 1.21111 -3.19380 -0.32
C 2.21488 2.67801 1.59120 -0.21
C -5.85162 -1.96759 -2.45560 0.01
C -1.64512 -1.30819 -1.02540 -0.23
C 6.46508 3.65961 2.62850 -0.01
C -1.88882 5.32851 3.17380 -0.04
C -1.49152 -3.71169 -6.36910 -0.28
C 0.27048 -0.08919 -5.30280 -0.15
C -2.70522 -4.01119 -7.22160 -0.13
C -3.80622 1.71601 -0.24940 -0.01
C 3.76498 -7.26829 3.14300 -0.09
C 2.47608 -3.64839 1.45410 -0.01
C -3.65812 3.77691 4.64480 -0.01
C 2.20478 0.44271 -3.76330 -0.14
C -6.25952 -1.45129 -0.14730 -0.01
C -1.29232 3.28231 1.80020 -0.05
C 3.97998 -1.24899 -0.26680 0.01
C -2.04612 2.51121 0.87620 -0.25
C 2.95938 -5.85959 -0.11380 0.00
C 3.36298 1.95721 1.23750 -0.05
C 2.49458 -4.69759 -0.69660 -0.03
C -3.41502 2.74081 0.56480 0.00
C 2.23838 -3.57679 0.08290 -0.21
H 4.11608 -8.28689 3.30140 0.09
H 2.36378 -4.64419 -1.76710 0.12
H -6.21892 -2.36909 -3.38530 0.12
H 7.76568 4.82551 4.68510 0.09
H -9.01202 -1.13399 -0.24090 0.10
H -2.71292 -3.33859 -8.07500 0.08
H 0.69878 -2.21429 -5.32340 0.10
H 5.48028 0.30411 0.10890 0.12
H 0.51228 4.82591 3.42190 0.10
H 3.06408 4.16351 3.02360 0.11
H -1.46652 -4.29979 -5.45480 0.10
H 9.18658 4.37831 3.69900 0.10
H -3.24432 2.24231 3.23060 0.12
H -0.23382 -4.28559 -0.99490 0.11
H 0.96128 -0.04349 -6.14580 0.13
H -4.08892 3.96671 7.35200 0.09
H 3.17318 -6.72789 -0.71540 0.12
H 6.69458 0.63461 4.09710 0.12
H 6.96268 4.61371 2.57500 0.10
H -4.60052 -0.64539 0.91080 0.13
H -3.60802 -3.84329 -6.64060 0.08
H 4.95418 4.25031 1.24460 0.12
H -2.69642 -5.03929 -7.57230 0.08
H -4.34752 3.15241 5.19080 0.10
H 9.13998 3.98841 5.44040 0.09
H -4.77202 1.56871 -0.68890 0.12
H -0.56092 -3.80959 -6.92330 0.10
H -0.63242 0.46621 -5.56420 0.12
H -4.76892 5.49821 7.96270 0.09
H 2.82588 -7.12149 3.68940 0.10
H -1.24732 5.96151 2.57700 0.12
H 3.15608 1.28491 -1.96230 0.11
H -1.30352 2.42981 -4.00530 0.10
H -5.59312 4.61951 6.65960 0.09
H -2.65832 -3.23859 -1.49920 0.11
H -3.90802 -1.53709 -3.21070 0.08
H 4.68058 0.26411 2.72800 0.12
H -1.53942 1.94111 -2.33020 0.07
H 4.51808 -6.56649 3.51820 0.09
H -8.71292 -2.81909 0.27160 0.09
H -1.81532 0.76861 -3.63180 0.08
H 2.29728 -2.77289 2.06450 0.13
H -9.90802 -2.46909 -1.00490 0.09
H -0.29772 -1.67899 -3.93540 0.10
H 3.03818 -4.83319 3.12060 0.10
H 4.52378 -2.10709 -0.60590 0.12
H -2.37362 6.88561 4.56370 0.12
H -6.88472 -1.43949 0.73290 0.10
H -4.00462 3.57291 0.90080 0.12
```

Properties
Frontier orbital gap (spin up / spin down), eV: 5.3446 / 5.3460
HOMO level (spin up / spin down), eV: -6.49 / -6.49

***

Results for F_max: 5.92 1.64 (in eV Å⁻¹, following the order of the records).
Results for energy above the lowest of the compared OMol25 structures with the same formula, charge and spin: 0.000 0.172 (in eV, following the order of the records).